Record 1
88
Properties=species:S:1:pos:R:3 method="wB97M-V/def2-TZVPD" total_energy_ha=-2559.959874 max_force_ev_per_a=3.0 charge=+2 homo_ev="-12.78 / -12.78" gap_ev="3.9 / 3.9"
Sn -2.219 0.875 -0.846
C 3.701 1.321 4.281
C 3.817 1.061 2.974
C 3.928 -0.256 2.276
C 2.599 -1.034 2.334
C 2.384 -1.934 3.519
C 3.088 -1.994 4.653
C 4.172 -1.077 5.127
C 3.705 0.368 5.423
C -2.787 -0.071 1.084
H 3.644 2.374 4.581
H 3.812 1.901 2.270
H 4.749 -0.881 2.651
H 4.149 -0.055 1.212
H 1.737 -0.343 2.257
H 2.552 -1.671 1.431
H 1.554 -2.641 3.358
H 2.845 -2.790 5.370
H 5.031 -1.059 4.447
H 4.528 -1.507 6.073
H 2.715 0.353 5.911
H 4.398 0.776 6.177
H -2.517 0.672 1.839
H -2.225 -0.995 1.264
H -3.866 -0.258 1.038
P -0.230 0.941 -2.432
P -2.325 -1.579 -1.606
C 0.239 -0.802 -2.418
C -0.674 -1.791 -2.297
C -0.461 1.278 -4.235
C 0.372 0.688 -5.194
C 0.211 1.000 -6.550
C -0.820 1.858 -6.956
C -1.682 2.402 -6.002
C -1.520 2.105 -4.646
C 1.290 1.854 -2.017
C 2.106 1.388 -0.969
C 3.255 2.097 -0.608
C 3.545 3.307 -1.256
C 2.723 3.783 -2.283
C 1.594 3.057 -2.682
C -3.439 -2.253 -2.914
C -3.294 -1.796 -4.241
C -3.798 -2.564 -5.294
C -4.491 -3.754 -5.034
C -4.783 -4.108 -3.712
C -4.298 -3.332 -2.656
C -2.371 -2.858 -0.292
C -3.536 -2.971 0.494
C -3.579 -3.881 1.546
C -2.476 -4.700 1.806
C -1.300 -4.547 1.064
C -1.232 -3.610 0.033
H 1.305 -0.999 -2.608
H -0.483 -2.818 -2.639
H 1.139 -0.022 -4.877
H 0.890 0.564 -7.280
H -0.953 2.086 -8.014
H -2.493 3.060 -6.311
H -2.213 2.501 -3.900
H 1.840 0.482 -0.435
H 3.914 1.713 0.167
H 4.421 3.877 -0.944
H 2.951 4.731 -2.771
H 0.962 3.419 -3.493
H -2.754 -0.872 -4.440
H -3.635 -2.251 -6.324
H -4.800 -4.404 -5.855
H -5.368 -5.003 -3.501
H -4.551 -3.603 -1.632
H -4.379 -2.293 0.324
H -4.480 -3.951 2.159
H -2.525 -5.458 2.589
H -0.420 -5.159 1.268
H -0.303 -3.468 -0.528
C -0.893 1.989 0.477
C -0.712 2.499 1.597
C -0.442 3.092 2.858
C 0.884 3.473 3.179
C 1.164 4.050 4.413
C 0.136 4.281 5.340
C -1.148 3.799 5.083
C -1.446 3.231 3.838
H 1.693 3.272 2.467
H 2.190 4.310 4.677
H 0.363 4.797 6.273
H -1.917 3.860 5.848
H -2.457 2.869 3.640

***

Record 2
16
Properties=species:S:1:pos:R:3 method="wB97M-V/def2-TZVPD" total_energy_ha=-271.718129 max_force_ev_per_a=0.3 relative_energy_ev=0.9384 homo_ev=-9.99 gap_ev=11.0 smiles=C[C@H]1OC1(C)C
C 0.719 1.623 1.199
C -0.393 0.861 0.525
O -0.421 1.023 -0.891
C -0.241 -0.295 -0.375
C -1.443 -1.170 -0.663
C 1.097 -0.956 -0.610
H 0.530 2.694 1.059
H 1.692 1.408 0.750
H 0.772 1.425 2.274
H -1.367 0.959 1.014
H -2.370 -0.658 -0.387
H -1.483 -1.371 -1.741
H -1.397 -2.130 -0.140
H 1.145 -1.894 -0.044
H 1.932 -0.325 -0.297
H 1.227 -1.195 -1.672

***

Record 3
10
Properties=species:S:1:pos:R:3 method="wB97M-V/def2-TZVPD" total_energy_ha=-155.947170 max_force_ev_per_a=0.7 relative_energy_ev=0.4221 homo_ev=-9.33 gap_ev=10.4 smiles=CC#CC
C -2.047 -0.064 -0.079
C -0.593 -0.164 -0.076
C 0.594 -0.026 0.064
C 2.045 0.067 0.079
H -2.492 -0.246 -1.063
H -2.282 0.961 0.226
H -2.487 -0.759 0.641
H 2.459 0.291 1.068
H 2.376 0.843 -0.620
H 2.426 -0.905 -0.239

***

Record 4
93
Properties=species:S:1:pos:R:3 method="wB97M-V/def2-TZVPD" total_energy_ha=-5527.388808 max_force_ev_per_a=2.6 relative_energy_ev=0.2255 charge=+2 homo_ev="-13.22 / -13.22" spin_multiplicity=6 gap_ev="7.7 / 7.1"
Fe 0.999 2.326 0.469
C 1.287 -0.517 2.689
C 2.661 0.111 2.314
C 3.714 -0.976 2.262
C 3.127 1.201 3.293
O 2.359 0.698 1.004
Ge 3.828 1.286 0.139
O 2.904 2.882 -0.142
C 3.331 4.035 -1.047
C 4.539 4.673 -0.405
C 2.262 5.118 -1.305
C 3.622 3.460 -2.375
O 0.450 3.462 1.725
C -0.872 3.811 2.161
C -1.224 2.774 3.178
C -1.967 3.816 1.090
C -0.766 5.211 2.747
H 1.314 -0.999 3.688
H 0.522 0.288 2.704
H 0.968 -1.221 1.908
H 3.972 -1.243 3.306
H 3.351 -1.864 1.741
H 4.655 -0.705 1.792
H 3.010 0.851 4.307
H 4.160 1.557 3.163
H 2.417 2.089 3.261
H 4.214 5.095 0.514
H 5.415 3.997 -0.356
H 4.831 5.500 -0.988
H 2.151 5.841 -0.508
H 2.477 5.733 -2.178
H 1.249 4.749 -1.534
H 4.424 2.666 -2.292
H 2.677 2.992 -2.788
H 3.951 4.263 -3.007
H -1.382 1.844 2.622
H -0.494 2.646 3.994
H -2.157 2.906 3.674
H -2.248 2.838 0.836
H -2.868 4.335 1.451
H -1.656 4.379 0.203
H -0.079 5.213 3.634
H -0.279 5.929 2.056
H -1.700 5.626 3.081
C -4.677 -2.007 2.229
C -3.700 -1.927 1.036
N -4.424 -1.798 -0.216
C -5.161 -2.995 -0.482
C -6.038 -3.400 0.712
N -6.058 -2.257 1.666
C -6.454 -0.989 0.948
C -5.357 -0.678 -0.069
H -4.713 -1.120 2.819
H -4.431 -2.813 2.956
H -3.061 -2.851 0.974
H -3.063 -1.058 1.193
H -4.471 -3.821 -0.659
H -5.809 -2.877 -1.336
H -5.562 -4.235 1.172
H -7.074 -3.665 0.372
H -6.760 -2.467 2.388
H -6.598 -0.196 1.685
H -7.416 -1.218 0.460
H -4.892 0.197 0.309
H -5.842 -0.507 -1.020
C 5.022 -5.207 -4.574
C 3.815 -4.735 -3.781
C 3.948 -4.445 -2.444
C 2.839 -3.987 -1.712
C 1.615 -3.796 -2.343
C 1.492 -4.156 -3.665
C 2.587 -4.604 -4.398
S 0.289 -3.294 -1.302
O 0.784 -3.408 0.082
O -0.949 -3.869 -1.747
N 0.063 -1.634 -1.526
C -1.278 -1.162 -1.786
C -1.330 0.384 -2.000
C -0.515 1.202 -0.987
O 0.323 2.084 -1.370
O -0.675 1.030 0.278
H 5.769 -5.721 -3.962
H 5.534 -4.330 -4.986
H 4.739 -5.899 -5.393
H 4.899 -4.614 -1.956
H 2.984 -3.900 -0.661
H 0.531 -4.128 -4.185
H 2.468 -4.903 -5.416
H 0.438 -1.219 -0.730
H -1.993 -1.407 -0.997
H -1.561 -1.636 -2.746
H -2.379 0.691 -1.910
H -1.047 0.672 -3.000

***

Record 5
81
Properties=species:S:1:pos:R:3 method="wB97M-V/def2-TZVPD" total_energy_ha=-8032.475323 max_force_ev_per_a=4.9 relative_energy_ev=1.7044 charge=+1 homo_ev="-10.53 / -10.63" spin_multiplicity=4 gap_ev="6.1 / 6.9"
O 0.983 1.926 0.170
O 1.991 1.403 -4.558
C 0.398 3.210 -0.008
C 0.832 4.051 1.202
H -0.687 3.128 -0.027
H 0.780 3.673 -0.951
H 0.510 3.700 2.184
H 0.522 5.086 1.046
H 1.913 4.096 1.303
C 2.341 1.612 -0.167
C 3.039 2.652 -1.086
H 2.370 0.639 -0.671
H 2.943 1.509 0.750
H 2.496 2.692 -2.034
H 4.067 2.350 -1.322
H 3.147 3.620 -0.541
C 2.000 0.002 -4.331
C 0.756 1.900 -5.035
C 3.443 -0.394 -4.063
H 1.599 -0.583 -5.196
H 1.376 -0.150 -3.427
H 4.132 0.030 -4.781
H 3.484 -1.492 -4.104
H 3.742 -0.051 -3.056
C 1.049 3.032 -6.004
H 0.256 2.291 -4.142
H 0.124 1.135 -5.573
H 1.586 3.847 -5.494
H 0.073 3.422 -6.388
H 1.625 2.690 -6.843
H -0.100 0.775 -0.042
Cr -0.733 -0.038 1.285
C -0.819 0.009 -0.851
Si -2.588 -0.262 -1.538
H -0.535 0.799 -1.534
H -0.158 -0.837 -1.166
C -3.247 1.355 -2.236
C -3.868 -0.852 -0.328
C -2.479 -1.456 -2.967
C 0.715 0.332 2.674
Si 2.067 -0.930 2.600
H 0.150 0.266 3.627
H 1.097 1.365 2.582
C 3.803 -0.261 2.841
C 2.068 -1.757 0.919
C 1.798 -2.190 3.956
H -1.518 -1.345 -3.491
H -3.268 -1.227 -3.692
H -2.601 -2.485 -2.610
H -3.458 2.108 -1.455
H -4.182 1.196 -2.787
H -2.563 1.796 -2.961
H -4.059 -0.097 0.458
H -3.576 -1.802 0.145
H -4.799 -1.026 -0.867
H 3.074 -1.723 0.465
H 1.357 -1.289 0.232
H 1.830 -2.826 0.988
H 2.648 -2.873 4.041
H 0.909 -2.800 3.822
H 1.754 -1.688 4.941
H 4.457 -0.992 3.293
H 3.792 0.602 3.544
H 4.288 0.057 1.910
Br -4.583 1.301 4.274
C -3.799 -0.390 4.111
C -4.144 -1.478 4.928
C -3.562 -2.739 4.765
Br -4.080 -4.145 5.954
C -2.636 -2.993 3.701
C -2.052 -4.246 3.378
C -1.248 -4.305 2.254
C -0.966 -3.156 1.487
N -1.386 -1.917 1.847
C -2.264 -1.861 2.912
C -2.779 -0.538 3.132
O -2.281 0.429 2.405
H -4.885 -1.300 5.689
H -2.254 -5.106 3.989
H -0.825 -5.253 1.937
H -0.403 -3.235 0.588

***

Record 6
8
Properties=species:S:1:pos:R:3 method="wB97M-V/def2-TZVPD" total_energy_ha=-3248.044917 max_force_ev_per_a=3.9 relative_energy_ev=1.4046 homo_ev=-9.86 gap_ev=9.9
C 0.826 0.331 -0.527
C -0.714 -0.271 0.586
F 0.351 0.399 -1.774
F -0.543 -0.003 1.911
F -0.887 -1.546 0.422
Br 2.109 -1.031 -0.264
I -2.417 0.743 -0.228
H 1.275 1.378 -0.126

***

Record 7
11
Properties=species:S:1:pos:R:3 method="wB97M-V/def2-TZVPD" total_energy_ha=-309.443111 max_force_ev_per_a=2.0 relative_energy_ev=6.0596 homo_ev="-9.83 / -7.45" gap_ev="10.7 / 7.3"
C -1.251 1.191 -0.073
C 1.517 -0.730 -0.473
N -1.130 -0.211 -0.345
O 1.750 -1.161 0.804
F -1.319 -0.957 0.831
H -0.302 1.652 0.211
H -1.473 1.784 -0.915
H -2.021 1.430 0.638
H 0.935 -1.250 -1.157
H 1.434 0.316 -0.613
H 1.859 -2.064 1.093

***

Record 8
16
Properties=species:S:1:pos:R:3 method="wB97M-V/def2-TZVPD" total_energy_ha=-1496.508199 max_force_ev_per_a=2.6 relative_energy_ev=2.2762 homo_ev=-9.72 gap_ev=10.3 smiles="C[C@H]1CON=C1[SiH](Cl)Cl"
C 0.142 0.857 -0.545
C -0.541 -0.427 -1.071
C 0.484 -1.597 -1.030
O -0.128 -2.521 -0.118
N -1.406 -2.109 0.262
C -1.689 -0.949 -0.145
Si -3.194 0.043 0.437
Cl -3.153 1.910 -0.416
Cl -4.945 -0.862 -0.031
H 0.745 0.423 0.339
H -0.612 1.534 -0.273
H 0.880 1.415 -1.177
H -0.850 -0.312 -2.142
H 0.714 -2.080 -2.002
H 1.528 -1.300 -0.627
H -3.160 -0.039 1.812

***

Record 9
20
Properties=species:S:1:pos:R:3 method="wB97M-V/def2-TZVPD" total_energy_ha=-323.721132 max_force_ev_per_a=5.9 relative_energy_ev=4.6763 charge=+2 homo_ev=-20.17 gap_ev=12.0 smiles="C/[N+](=C/N)[NH+](C)C"
C -0.073 1.920 -0.137
N -0.669 0.504 -0.012
C -1.901 0.219 -0.076
N -2.582 -0.914 0.146
N 0.404 -0.592 0.211
C 1.468 -0.169 1.095
C 0.898 -1.072 -1.086
H -0.438 2.714 0.466
H -0.346 2.273 -1.169
H 0.979 2.104 -0.090
H -2.527 1.157 -0.245
H -3.603 -0.786 0.177
H -2.320 -1.794 0.687
H -0.186 -1.326 0.752
H 2.145 0.554 0.633
H 1.173 0.340 1.920
H 2.127 -0.963 1.295
H 1.681 -0.395 -1.477
H 1.339 -2.142 -0.869
H 0.226 -1.150 -1.882

***

Record 10
14
Properties=species:S:1:pos:R:3 method="wB97M-V/def2-TZVPD" total_energy_ha=-266.542513 max_force_ev_per_a=4.9 relative_energy_ev=4.8842 homo_ev="-8.38 / -8.38" gap_ev="9.1 / 9.1"
C 0.711 0.294 0.534
C -0.464 -0.460 0.138
C 1.147 1.372 -0.432
C -1.733 -0.481 -0.576
N 0.387 -1.991 1.063
N 0.836 -1.092 0.015
H 0.921 0.474 1.589
H 1.409 0.904 -1.377
H 2.009 1.911 -0.053
H 0.332 2.074 -0.606
H -1.676 -1.123 -1.458
H -1.944 0.549 -0.879
H -2.554 -0.824 0.058
H 0.618 -1.608 1.985

***

Record 11
33
Properties=species:S:1:pos:R:3 method="wB97M-V/def2-TZVPD" total_energy_ha=-4246.552501 max_force_ev_per_a=3.2 relative_energy_ev=0.0000 homo_ev=-8.95 gap_ev=7.5 smiles="NCc1c(P(O)(O)=S)ccc2c1C(=O)C(CC(=O)Br)=CC2=O"
N 0.528 -1.089 2.222
C -0.674 -1.458 1.465
C -1.017 -0.477 0.352
C -2.205 0.247 0.289
P -3.500 0.171 1.581
O -4.590 -0.968 1.260
O -2.866 -0.034 3.057
S -4.391 1.899 1.620
C -2.433 1.081 -0.778
C -1.525 1.259 -1.777
C -0.338 0.573 -1.725
C -0.093 -0.288 -0.672
C 1.255 -0.991 -0.703
O 1.442 -2.139 -0.369
C 2.379 -0.139 -1.243
C 3.737 -0.288 -0.578
C 4.383 1.047 -0.170
O 5.557 1.115 0.019
Br 3.304 2.657 0.112
C 2.135 0.682 -2.250
C 0.733 0.757 -2.781
O 0.476 0.976 -3.944
H 1.001 -0.289 1.823
H 1.158 -1.878 2.174
H -0.464 -2.396 0.937
H -1.531 -1.670 2.102
H -5.429 -0.573 1.550
H -2.909 -0.971 3.300
H -3.354 1.648 -0.836
H -1.701 1.942 -2.599
H 4.441 -0.892 -1.148
H 3.551 -0.793 0.379
H 2.942 1.278 -2.668

***

Record 12
24
Properties=species:S:1:pos:R:3 method="wB97M-V/def2-TZVPD" total_energy_ha=-858.618040 max_force_ev_per_a=5.3 relative_energy_ev=1.6395 homo_ev=-9.14 gap_ev=9.6 smiles="C[P@](=O)(O)[C@H](N)c1ccccc1"
C -2.314 1.183 1.386
P -1.851 0.484 -0.351
O -1.447 1.552 -1.294
O -3.212 -0.174 -0.905
C -0.527 -1.009 -0.708
N -0.898 -2.189 -0.103
C 0.907 -0.587 -0.486
C 1.358 -0.312 0.811
C 2.582 0.309 0.980
C 3.320 0.797 -0.129
C 2.895 0.616 -1.410
C 1.663 -0.018 -1.498
H -2.238 2.235 1.132
H -3.295 0.982 1.793
H -1.569 0.938 1.969
H -3.271 -1.206 -0.728
H -0.683 -1.078 -1.733
H -0.168 -2.911 -0.238
H -0.707 -2.169 0.898
H 0.844 -0.763 1.668
H 3.135 0.425 1.976
H 4.322 1.356 0.071
H 3.506 0.848 -2.198
H 1.327 -0.083 -2.620

***

Please write out number 9 again, unchanged.
20
Properties=species:S:1:pos:R:3 method="wB97M-V/def2-TZVPD" total_energy_ha=-323.721132 max_force_ev_per_a=5.9 relative_energy_ev=4.6763 charge=+2 homo_ev=-20.17 gap_ev=12.0 smiles="C/[N+](=C/N)[NH+](C)C"
C -0.073 1.920 -0.137
N -0.669 0.504 -0.012
C -1.901 0.219 -0.076
N -2.582 -0.914 0.146
N 0.404 -0.592 0.211
C 1.468 -0.169 1.095
C 0.898 -1.072 -1.086
H -0.438 2.714 0.466
H -0.346 2.273 -1.169
H 0.979 2.104 -0.090
H -2.527 1.157 -0.245
H -3.603 -0.786 0.177
H -2.320 -1.794 0.687
H -0.186 -1.326 0.752
H 2.145 0.554 0.633
H 1.173 0.340 1.920
H 2.127 -0.963 1.295
H 1.681 -0.395 -1.477
H 1.339 -2.142 -0.869
H 0.226 -1.150 -1.882